ORCA calculation (the ωB97M-V functional and the def2-TZVPD basis) on a cluster of 5 separate species, C45H32N2O17S in total in a non-equilibrium geometry.

Atoms and positions in Å:
O 3.31592 8.51338 -6.99559
C 4.32269 7.61374 -6.83463
N 5.25200 6.57049 -6.89027
C 4.87158 5.70432 -8.08300
C 5.58455 6.09464 -9.54475
C 5.18230 5.18556 -10.86692
C 4.12870 3.94110 -10.67947
C 3.40735 3.52266 -9.25193
C 3.81985 4.45462 -7.93960
S 3.00656 3.91334 -6.29746
C 2.99879 2.01079 -6.46602
C 3.26043 0.97066 -5.22572
C 3.26875 -0.66767 -5.55260
C 3.04266 -1.26792 -7.07890
C 2.74807 -0.20080 -8.32505
C 2.73900 1.43925 -7.99850
N 2.47697 2.33041 -9.21582
C 1.01601 2.71869 -9.27203
C 0.57949 3.59516 -10.58696
C 1.12328 2.99029 -12.01127
C 1.68379 4.00665 -13.21526
C 2.26778 3.36202 -14.64278
C 2.30059 1.70522 -14.83505
C 1.70791 0.72467 -13.62848
C 1.12437 1.36036 -12.23033
H 6.36294 6.96775 -9.67499
H 5.60816 5.37977 -11.95255
H 3.87929 3.29185 -11.62151
H 3.44864 1.34183 -4.13199
H 3.45580 -1.42870 -4.66689
H 3.03208 -2.40302 -7.36318
H 2.55926 -0.59717 -9.41521
H 0.40410 1.69574 -9.33273
H 0.64194 3.26333 -8.30054
H -0.60551 3.65028 -10.66905
H 0.93037 4.72266 -10.42002
H 1.69568 5.18380 -13.11738
H 2.68702 4.06323 -15.50667
H 2.73116 1.25090 -15.83476
H 1.72612 -0.44567 -13.75384
H 0.71837 0.61895 -11.41750
O 3.89774 1.61276 -2.27293
C 4.00424 1.00658 -1.21264
C 3.32042 1.44443 0.01427
C 3.47085 0.77118 1.15652
O 2.82895 1.17556 2.31265
C 4.33394 -0.43936 1.23276
O 4.46728 -1.02651 2.30124
C 4.99853 -0.89135 0.00073
C 4.84547 -0.22021 -1.14245
O 5.46489 -0.64050 -2.30512
H 2.69790 2.32728 -0.05487
H 3.09802 0.52824 3.00045
H 5.60883 -1.78328 0.06648
H 5.20063 0.01025 -2.99139
O 1.76265 0.10836 4.71209
C 0.61282 0.18603 5.13027
C 0.21733 -0.34615 6.44365
C -1.04686 -0.26020 6.86208
O -1.42487 -0.75583 8.09645
C -2.09923 0.37074 6.01914
O -3.25627 0.41851 6.42304
C -1.69940 0.92449 4.71631
C -0.43454 0.84173 4.29917
O -0.05070 1.36225 3.07694
H 0.99200 -0.80421 7.04516
H -2.38760 -0.57490 8.16648
H -2.47125 1.39640 4.12142
H 0.91070 1.17593 3.00439
O -7.37103 -1.01093 9.03319
C -6.60436 -1.35889 9.92434
C -7.08246 -1.93463 11.19105
C -6.22188 -2.28778 12.14779
O -6.66420 -2.83197 13.33959
C -4.75433 -2.11040 11.97179
O -3.98929 -2.42731 12.87647
C -4.27450 -1.55725 10.69599
C -5.13473 -1.20725 9.73775
O -4.69103 -0.68909 8.53494
H -8.15189 -2.05592 11.30654
H -5.85263 -3.00166 13.86596
H -3.20392 -1.45034 10.57458
H -5.50289 -0.51384 8.01106
O -6.87086 -7.79232 14.50573
C -6.44035 -7.49593 13.39676
C -6.91555 -6.31440 12.66003
C -6.43815 -6.02918 11.44703
O -6.87835 -4.91884 10.75021
C -5.41512 -6.89266 10.79592
O -5.00889 -6.61501 9.67251
C -4.92213 -8.06050 11.54223
C -5.39689 -8.34396 12.75672
O -4.93642 -9.43846 13.46536
H -7.66101 -5.69666 13.14421
H -6.38542 -4.93155 9.90089
H -4.16525 -8.66960 11.06425
H -5.43374 -9.42907 14.31203

Force components x, y, z for each atom (eV/Å):
O 8.578 -7.101 1.878
C -3.445 0.538 -2.861
N -5.706 4.850 -0.741
C -0.623 -1.690 -3.572
C -2.948 -3.584 -0.437
C -1.927 -1.029 4.218
C 0.762 1.499 2.612
C 3.377 3.536 -0.919
C 1.034 -0.150 -3.323
S 1.103 -1.396 -1.817
C 0.162 -3.791 -1.606
C -0.549 -1.741 -4.184
C -0.591 2.226 -2.953
C -0.505 4.821 0.261
C 0.898 1.472 4.447
C 0.562 -3.017 1.944
N 1.032 1.377 2.427
C -2.039 -0.661 -0.370
C 0.105 0.565 -0.463
C 1.266 -1.258 -2.760
C 0.251 -4.245 -1.097
C -1.338 -2.771 3.201
C -1.612 1.872 3.513
C 0.109 4.074 0.484
C 1.687 2.458 -3.504
H -1.853 -1.935 0.632
H -0.900 -0.347 2.677
H 0.464 1.370 2.074
H -0.477 -0.712 -2.576
H -0.425 1.825 -2.045
H 0.105 2.421 0.942
H 0.463 1.038 2.405
H 1.450 2.138 0.244
H 0.818 -0.861 -1.836
H 2.497 -0.308 0.420
H -0.545 -2.504 -0.650
H -0.109 -2.785 0.041
H -1.058 -1.688 2.159
H -1.027 0.991 2.369
H -0.028 2.687 0.209
H 0.911 1.776 -1.710
O 0.265 -0.496 0.791
C -0.482 0.731 -0.154
C 0.089 0.049 -0.419
C -1.080 1.017 1.059
O 1.229 -1.139 -1.244
C 0.541 -0.975 0.588
O -0.309 0.695 -0.759
C -0.092 -0.006 0.323
C 1.035 -0.963 -1.241
O -1.184 1.165 1.129
H 0.038 -0.037 -0.004
H -0.172 0.190 0.041
H -0.035 0.067 0.005
H 0.197 -0.275 0.195
O -0.704 0.118 0.111
C 0.755 -0.370 0.418
C 0.354 0.081 -0.345
C 0.000 -0.842 1.815
O -0.187 0.908 -1.818
C -1.100 0.437 -0.383
O 1.044 -0.106 -0.188
C -0.265 -0.111 0.331
C -0.003 0.920 -1.850
O 0.085 -1.017 1.945
H -0.043 0.018 -0.040
H 0.168 -0.083 -0.044
H 0.053 -0.039 0.039
H -0.223 0.194 -0.227
O 0.808 -0.172 0.400
C -1.119 0.005 -0.089
C 0.005 0.303 -0.287
C -1.115 -0.538 1.292
O 1.320 0.595 -1.306
C 1.014 -0.065 0.271
O -0.782 0.110 -0.493
C 0.048 -0.137 0.296
C 1.060 0.586 -1.325
O -1.283 -0.733 1.571
H 0.073 -0.013 -0.026
H -0.319 0.089 -0.203
H -0.033 -0.015 0.045
H 0.398 0.019 0.074
O 0.507 -0.018 -0.793
C -0.693 0.343 0.746
C -0.020 -0.192 0.282
C -0.888 1.463 -0.415
O 1.049 -1.668 0.268
C 0.739 -0.391 -0.745
O -0.481 0.090 0.801
C -0.010 0.233 -0.315
C 0.949 -1.577 0.531
O -1.105 1.636 -0.350
H 0.040 -0.018 -0.025
H -0.201 -0.056 0.300
H -0.056 0.042 0.024
H 0.194 -0.009 -0.341

As for the HOMO-LUMO gap: 6.157 eV. As for the molar mass: 904.81 u. As for the SMILES: O=C=Nc1cccc2c1Sc1ccccc1N2CCc1ccccc1.O=C1C=C(O)C(=O)C=C1O.O=C1C=C(O)C(=O)C=C1O.O=C1C=C(O)C(=O)C=C1O.O=C1C=C(O)C(=O)C=C1O. Its spin multiplicity is 1. Its HOMO energy is -8.103 eV.

=====

ORCA calculation (the ωB97M-V functional and the def2-TZVPD basis) on a cluster of 15 separate species, C43H73IN20O2P3 in total in a non-equilibrium geometry.

Atoms and positions in Å:
C 1.81300 -0.24521 0.67851
C 0.30736 -0.14583 0.31706
P -0.54615 -1.59293 1.10116
C -0.67933 -1.17216 2.90207
C 0.18453 -2.12959 3.79498
N -2.15785 -1.64821 0.34125
C -3.21441 -1.32385 1.10648
N -3.32225 -0.07861 1.65528
C -4.46621 -0.16507 2.38507
P -4.97782 1.32247 3.37077
N -5.94252 2.34821 2.32819
O -5.99845 0.72640 4.55640
N -5.00727 -1.37690 2.28264
N -6.16553 -1.86475 2.91217
C -5.85751 -2.60454 3.92827
C -4.49057 -2.62625 4.59272
C -6.94525 -3.48602 4.53668
N -4.24842 -2.14027 1.46892
C -4.44019 -3.51557 1.04811
C -5.61366 -3.56281 -0.01052
O -5.41755 -3.33177 -1.14525
I -7.59183 -4.12055 0.68232
P -2.28794 -2.11908 -1.36070
C -0.72503 -3.01745 -1.78729
C -0.62561 -4.37576 -1.04107
C -2.31180 -0.59380 -2.41998
C -3.43698 -0.79421 -3.48914
H 2.36501 0.23157 -0.13290
H 2.01145 0.26726 1.62424
H 2.11439 -1.29819 0.76644
H -0.09811 0.77484 0.76074
H 0.16738 -0.14260 -0.76858
H -0.28634 -0.15343 3.04108
H -1.69819 -1.16700 3.30402
H 1.02318 -1.58714 4.23459
H -0.44779 -2.52048 4.59891
H 0.50082 -3.00082 3.21205
H -5.71388 2.08698 1.36843
H -5.52927 3.26565 2.47870
H -6.81119 1.25051 4.48104
H -4.49521 -3.19022 5.52609
H -4.11244 -1.61503 4.79377
H -3.74484 -3.11292 3.94187
H -7.22417 -4.22152 3.77691
H -7.76795 -2.82516 4.82028
H -6.53691 -3.99744 5.40823
H -4.75596 -4.14785 1.88363
H -3.54972 -3.87956 0.53200
H -0.70181 -3.22208 -2.86387
H 0.17263 -2.43073 -1.53894
H -1.59918 -4.87239 -0.93796
H -0.18297 -4.25799 -0.04766
H 0.02829 -5.04315 -1.61586
H -2.52984 0.30233 -1.82682
H -1.36939 -0.46156 -2.96920
H -3.76270 -1.84028 -3.49527
H -3.09563 -0.50378 -4.48333
H -4.30979 -0.19780 -3.19463
C 4.78700 3.02497 -0.45123
C 3.68566 2.35437 -1.14040
N 2.82893 1.81232 -1.67532
H 4.39068 3.85210 0.13538
H 5.29444 2.32596 0.21175
H 5.50163 3.40771 -1.17638
C -1.98902 -1.20491 -7.54450
C -1.63212 -1.99799 -6.36107
N -1.35346 -2.61675 -5.43655
H -1.26812 -0.41079 -7.68667
H -1.99446 -1.84006 -8.42705
H -2.97873 -0.77022 -7.41046
C 8.85118 3.20367 -1.98880
C 8.32757 3.69783 -0.70884
N 7.91852 4.08230 0.29159
H 8.82444 2.11585 -2.00228
H 8.24252 3.58600 -2.80711
H 9.87862 3.53363 -2.12445
C 1.93836 1.27083 -8.51739
C 0.72176 0.71098 -9.11804
N -0.22963 0.27361 -9.58773
H 1.67793 2.08514 -7.84362
H 2.46382 0.49908 -7.95836
H 2.59297 1.64970 -9.29994
C 2.15552 6.40982 -1.91622
C 2.46215 5.74132 -0.64657
N 2.70170 5.21059 0.34116
H 2.82325 7.25801 -2.05569
H 2.28579 5.70949 -2.73903
H 1.12491 6.75946 -1.90636
C -1.98441 3.03274 0.37639
C -1.48210 4.02843 -0.58086
N -1.09037 4.80573 -1.32640
H -2.24204 2.11260 -0.14516
H -1.21912 2.81754 1.11947
H -2.86951 3.41860 0.87905
C 3.52249 -2.52410 -2.11508
C 4.63001 -1.73229 -1.56567
N 5.48713 -1.10720 -1.13143
H 2.95485 -2.97588 -1.30263
H 2.86515 -1.87968 -2.69697
H 3.91434 -3.31026 -2.75760
C 2.49999 0.76243 -12.59261
C 3.66323 1.00636 -11.72840
N 4.56348 1.19701 -11.04422
H 2.28230 -0.30322 -12.62362
H 1.63254 1.29205 -12.20255
H 2.71121 1.11445 -13.60034
C 11.88551 5.04130 -5.17815
C 11.66427 3.98585 -4.18188
N 11.49148 3.15993 -3.40518
H 12.00621 5.99975 -4.67715
H 12.78372 4.82180 -5.75167
H 11.03379 5.09425 -5.85335
C 7.87083 3.32347 3.55454
C 6.66169 3.32954 4.39059
N 5.70709 3.33389 5.02764
H 8.57883 4.06053 3.92841
H 8.33733 2.33993 3.57323
H 7.60492 3.57218 2.52874
C -9.50609 1.53788 2.46700
C -10.65632 1.79974 1.59340
N -11.55265 2.00467 0.90991
H -8.92499 0.70559 2.07254
H -8.87136 2.42044 2.51987
H -9.85409 1.28811 3.46836
C 5.51325 -0.00337 6.43662
C 5.41975 -1.46817 6.36961
N 5.34580 -2.61153 6.32056
H 6.05466 0.37424 5.57231
H 4.51561 0.43016 6.44517
H 6.03775 0.29298 7.34263
C -9.79779 -3.03492 7.93906
C -9.32287 -4.12505 7.07656
N -8.95346 -4.98250 6.41094
H -9.11548 -2.90490 8.77679
H -9.84708 -2.10852 7.36976
H -10.78901 -3.27308 8.31933
C 2.95904 -3.66703 6.71714
C 1.55630 -4.03095 6.47056
N 0.46266 -4.32449 6.28501
H 3.61733 -4.42018 6.28903
H 3.17672 -2.70404 6.25960
H 3.13910 -3.60290 7.78826

Force components x, y, z for each atom (eV/Å):
C -0.540 -0.106 -0.296
C -0.182 0.197 1.073
P 1.083 -0.571 -0.549
C 0.342 0.375 0.498
C -0.933 -0.007 -0.447
N 0.966 -0.153 0.172
C 0.332 1.492 -0.464
N -1.632 -1.535 0.430
C -0.049 0.170 -0.932
P 1.039 0.763 1.608
N 0.809 -1.379 0.238
O 0.044 0.470 -1.544
N -0.956 0.892 0.974
N 0.222 -1.148 -0.111
C -0.068 -0.164 0.816
C 0.266 -0.254 -0.526
C 1.057 1.004 -0.292
N 1.868 0.486 -0.583
C -1.957 -0.249 0.006
C 0.391 -0.131 0.140
O -0.247 0.075 -0.140
I 0.377 -0.002 -0.075
P -1.091 -0.823 -0.645
C 0.457 -0.175 1.087
C 0.140 0.101 -0.220
C 0.115 -0.031 -0.511
C -0.066 0.053 0.791
H 0.166 -0.112 0.373
H 0.113 -0.129 -0.148
H 0.110 0.216 0.000
H 0.006 -0.054 -0.470
H -0.131 -0.063 0.196
H -0.364 -0.097 -0.177
H 0.073 0.065 -0.373
H 0.028 -0.283 -0.144
H 0.324 0.098 -0.019
H 0.301 0.204 0.217
H -0.513 0.147 -0.095
H -0.213 0.065 -0.102
H -0.211 -0.316 0.202
H -0.161 0.124 -0.158
H -0.234 -0.142 -0.083
H -0.152 0.104 0.151
H -0.336 0.172 0.193
H -0.185 -0.442 -0.125
H -0.311 0.066 -0.084
H 0.407 0.160 0.018
H 0.054 0.303 0.259
H -0.454 0.454 0.071
H -0.180 -0.031 -0.227
H 0.145 0.106 -0.106
H -0.180 0.045 -0.133
H -0.180 0.057 0.149
H 0.273 -0.191 -0.017
H -0.006 0.068 0.471
H 0.083 0.161 -0.283
H -0.122 -0.019 0.165
H 0.123 -0.117 -0.265
C -0.095 -0.099 0.011
C 0.408 0.175 0.201
N -0.240 -0.042 -0.240
H 0.075 -0.086 -0.036
H 0.011 -0.060 -0.083
H -0.002 -0.019 0.003
C -0.115 -0.306 0.456
C -0.135 0.179 -0.393
N 0.084 -0.029 0.198
H 0.012 0.013 -0.027
H 0.041 0.035 -0.019
H -0.006 -0.034 0.010
C -0.238 0.201 0.433
C 0.137 -0.176 -0.394
N -0.047 0.025 0.030
H 0.032 0.003 0.007
H -0.007 0.002 0.012
H -0.180 -0.090 0.101
C -0.228 -0.053 -0.101
C 0.374 0.185 0.132
N 0.075 0.062 -0.167
H -0.033 -0.014 -0.008
H 0.008 -0.008 -0.032
H 0.047 -0.028 0.035
C 0.047 -0.075 0.251
C -0.184 0.198 -0.375
N -0.105 0.079 0.109
H 0.010 -0.011 0.016
H -0.024 -0.020 0.019
H -0.013 -0.066 0.010
C 0.125 0.228 -0.251
C -0.126 -0.283 0.286
N 0.055 0.083 -0.074
H 0.021 -0.012 0.030
H -0.013 0.014 0.005
H 0.015 0.016 0.008
C 0.215 0.168 0.098
C -0.345 -0.175 -0.124
N 0.084 0.090 0.052
H 0.012 -0.003 -0.001
H 0.013 0.016 0.009
H -0.009 0.000 0.006
C 0.267 0.050 0.154
C -0.377 -0.093 -0.314
N 0.053 0.036 0.128
H -0.006 0.007 0.007
H -0.004 -0.018 -0.002
H 0.003 0.001 0.008
C -0.037 -0.212 0.203
C 0.127 0.272 -0.321
N 0.235 -0.029 -0.142
H 0.005 -0.008 0.001
H -0.004 -0.004 0.007
H 0.007 -0.006 0.001
C -0.326 0.033 0.196
C 0.355 -0.033 -0.253
N -0.041 -0.107 0.074
H -0.008 0.004 -0.007
H -0.029 -0.003 0.038
H 0.052 0.037 0.012
C -0.222 0.056 -0.145
C 0.342 -0.080 0.271
N -0.095 0.019 -0.085
H -0.002 -0.005 0.000
H 0.006 -0.007 -0.033
H -0.029 -0.010 -0.013
C -0.032 -0.340 -0.021
C 0.251 0.511 0.039
N 0.660 0.190 -0.058
H -0.029 0.024 0.000
H 0.011 0.053 -0.016
H -0.003 -0.010 -0.004
C 0.100 -0.236 -0.179
C -0.191 0.254 0.320
N 0.062 -0.014 -0.087
H -0.009 -0.009 0.000
H -0.016 -0.003 0.010
H 0.004 0.001 -0.005
C -0.846 -0.208 -0.138
C 0.321 -0.043 0.211
N -0.133 0.029 -0.063
H -0.042 0.115 0.013
H -0.217 -0.282 0.058
H 0.025 0.011 -0.021

As for the HOMO-LUMO gap: 7.274 eV. As for the molar mass: 1122.02 u. Its spin multiplicity is 1. Its HOMO energy is -10.230 eV. The charge is +1.